Record 1
ORCA calculation (wB97M-V/def2-TZVPD) on a 4-piece molecular cluster, CH11NO4 overall.

Geometry as XYZ:
```
17
Properties=species:S:1:pos:R:3:lowdin_spin:R:1
N 0.41001 -2.23428 0.87928 0.75
C -0.84088 -1.60856 1.03233 0.05
O -0.79972 -0.25435 0.58110 0.14
H 0.57212 -2.88918 0.11240 0.02
H 1.23325 -1.76277 1.26584 0.01
H -1.69278 -2.12127 0.58647 0.00
H -1.13843 -1.44416 2.07730 0.02
H -1.16592 -0.17113 -0.31973 0.00
H 3.02333 1.00083 0.87127 0.00
H 1.50875 1.47031 0.87682 0.00
O 2.38592 1.66171 1.12177 0.00
H -1.89032 0.76544 -1.03815 0.00
H -2.10987 1.95373 -1.79594 0.00
O -2.27221 1.00278 -1.86881 0.00
H 1.03980 0.83099 -1.08229 0.00
H 1.15139 2.27584 -1.74567 0.00
O 0.58556 1.52407 -1.55401 0.00
```

Output
spin multiplicity = 2
total charge = +1
HOMO level (spin up / spin down) = -14.748 / -14.746 eV
relative energy (zero: lowest compared OMol25 entry of this formula, charge and spin) = 33.14 kcal/mol
E = -10884.6958 eV

Record 2
ORCA calculation (wB97M-V/def2-TZVPD) on C6H7NO3 as an isolated structure.

Geometry as XYZ:
```
17
Properties=species:S:1:pos:R:3:nbo_charge:R:1
O 3.11915 -1.29173 -0.39574 -0.49
C 2.15318 -0.78034 0.10154 0.61
C 1.39306 0.51474 -0.17411 -0.55
C 0.35451 0.01163 0.82823 0.24
C 1.20629 -1.19617 1.22442 -0.55
O -0.32745 0.83865 1.73531 -0.42
C -1.10654 0.12350 0.79043 -0.05
C -1.78637 0.92479 -0.23524 0.38
N -1.97683 1.95700 -0.81785 -0.41
H 1.93984 1.39878 0.18538 0.26
H 1.06588 0.67205 -1.20965 0.25
H 0.75490 -2.19139 1.12978 0.25
H 1.67083 -1.08681 2.21571 0.26
H -1.71117 -0.69427 1.19618 0.23
O -2.54547 0.02095 -2.12665 -0.99
H -1.72040 -0.45525 -2.26372 0.47
H -2.48341 1.23386 -2.18403 0.52
```

Output
total charge = 0
HOMO level = -10.015 eV
relative energy (zero: lowest compared OMol25 entry of this formula, charge and spin) = 108.15 kcal/mol
E = -13963.2718 eV

Record 3
ORCA calculation (wB97M-V/def2-TZVPD) on C38H53BBrF6N7O8S2Sn as an isolated structure.

Geometry as XYZ:
```
117
Properties=species:S:1:pos:R:3:mulliken_charge:R:1
Sn 0.58023 -0.37631 -0.16271 0.80
C -0.10387 4.30232 -1.74212 -1.42
C -0.06986 2.91399 -2.38486 0.73
C 1.30388 2.28576 -2.24879 -0.83
C -1.21305 2.07252 -1.88878 -1.05
C -2.55753 2.37729 -2.11603 -1.00
C -3.28332 1.34146 -1.57538 -0.15
C -4.78720 1.25335 -1.53806 0.24
C -5.34160 1.23171 -0.11176 -1.21
C -5.37851 0.14780 -2.41369 -1.39
N -2.40648 0.45540 -1.05311 0.52
N -1.12867 0.92291 -1.21997 1.33
B -2.67464 -0.94561 -0.45108 -0.45
N -2.25777 -0.94485 1.03401 1.47
N -1.04208 -0.44971 1.37817 1.70
C -0.92385 -0.55558 2.70787 -1.26
C -2.09307 -1.10027 3.22523 -0.54
C -2.90478 -1.35709 2.13135 0.08
C -4.23929 -2.03780 2.10083 1.24
C -4.02314 -3.55337 2.04590 -1.45
C -5.09652 -1.64030 3.29871 -1.94
C 0.29792 -0.13712 3.47225 2.57
C 1.15675 -1.34806 3.83269 -1.65
C -0.11017 0.64806 4.71997 -1.84
N -1.86225 -2.01412 -1.21980 1.13
N -0.53934 -1.80361 -1.45456 0.11
C -0.08257 -2.81366 -2.20184 -0.68
C -1.13207 -3.68482 -2.46615 -0.74
C -2.23927 -3.15120 -1.82457 -0.07
C -3.62842 -3.71251 -1.78625 1.34
C -3.59345 -5.17676 -1.34660 -1.56
C -4.29763 -3.57771 -3.15633 -1.73
C 1.34511 -2.88078 -2.65981 2.07
C 1.67459 -4.24662 -3.24984 -2.11
C 1.62831 -1.77209 -3.67359 -1.19
H 0.64080 4.95179 -2.20376 0.47
H -1.08179 4.77322 -1.84636 0.40
H 0.11663 4.23078 -0.67796 0.11
H -0.26721 3.04738 -3.45515 0.54
H 1.59703 2.16605 -1.20913 -0.02
H 1.36144 1.32052 -2.75206 -0.30
H 2.05445 2.93406 -2.70446 0.53
H -2.95393 3.24233 -2.62025 0.58
H -5.10537 2.20196 -1.98255 0.58
H -5.15195 0.27896 0.37935 0.10
H -4.89142 2.01867 0.49471 0.13
H -6.42114 1.39133 -0.12660 0.53
H -5.17679 -0.84131 -2.01036 -0.01
H -6.46140 0.26687 -2.47787 0.51
H -4.97236 0.19112 -3.42495 0.34
H -3.82631 -1.19912 -0.52776 -0.92
H -2.31588 -1.30201 4.25808 0.50
H -4.75660 -1.73528 1.18925 -0.38
H -3.50434 -3.89480 2.94319 0.41
H -4.97649 -4.08041 1.97823 0.42
H -3.40793 -3.83119 1.18883 0.02
H -4.65939 -2.00318 4.23050 0.34
H -5.20312 -0.55749 3.37429 0.37
H -6.09090 -2.07887 3.20930 0.44
H 0.87735 0.52201 2.82220 -1.21
H 0.56859 -2.10103 4.35957 0.29
H 1.56922 -1.82306 2.94724 0.23
H 1.98883 -1.05436 4.47492 0.51
H -0.63753 0.00463 5.42595 0.47
H 0.76933 1.03613 5.23678 0.47
H -0.76412 1.48550 4.47164 0.26
H -1.08599 -4.60317 -3.02293 0.65
H -4.20915 -3.14238 -1.05841 -0.37
H -3.08322 -5.78689 -2.09377 0.44
H -3.06426 -5.30570 -0.40252 0.13
H -4.60696 -5.56405 -1.23397 0.41
H -3.76488 -4.17560 -3.89783 0.37
H -5.32906 -3.93074 -3.11442 0.43
H -4.30117 -2.54393 -3.50168 0.34
H 1.98208 -2.72914 -1.78455 -0.48
H 1.09193 -4.42968 -4.15654 0.46
H 2.72973 -4.29110 -3.51994 0.43
H 1.47322 -5.04294 -2.53513 0.34
H 1.02243 -1.90946 -4.57248 0.35
H 1.39575 -0.78488 -3.27184 -0.15
H 2.67963 -1.77939 -3.96336 0.47
F -1.23991 -5.68527 1.70843 -0.17
C -0.00100 -5.47105 2.17696 0.21
F 0.63977 -6.63436 2.21601 -0.21
F -0.10406 -4.99245 3.41533 -0.20
S 0.83438 -4.28032 1.04436 1.56
O -0.01822 -3.11278 1.07222 -0.34
O 0.98030 -4.96722 -0.20837 -0.72
N 2.18076 -4.09989 1.86271 -0.78
S 3.32763 -3.24750 1.19546 0.86
O 4.25560 -2.80557 2.18675 -0.69
O 2.80060 -2.29582 0.23943 -1.01
C 4.31084 -4.45597 0.14562 0.60
F 3.98293 -5.71484 0.42169 -0.23
F 5.61370 -4.29834 0.37270 -0.24
F 4.08453 -4.23556 -1.15202 -0.20
Br -2.43757 2.90486 1.78188 0.05
C -1.40971 4.43751 2.19374 0.55
C -2.10932 5.60860 2.44654 -0.95
C -1.42808 6.77484 2.75644 -0.55
C -0.04248 6.78333 2.82549 -0.81
C 0.65543 5.61450 2.58756 -0.72
C -0.01238 4.43251 2.26656 0.18
C 0.78064 3.22266 1.95130 0.27
O 2.02808 3.24772 2.54468 -0.46
O 0.38859 2.28776 1.31511 0.42
H -3.18859 5.59966 2.39855 0.47
H -1.98934 7.68023 2.94482 0.39
H 0.49015 7.69253 3.06549 0.43
H 1.73460 5.60408 2.64004 0.50
C 3.60233 1.85562 4.06720 -0.03
O 3.91442 2.02048 2.67478 -0.34
C 3.08248 2.63442 1.86337 0.75
O 3.22339 2.71025 0.68734 -0.52
H 2.58915 1.48515 4.19575 -0.23
H 3.72695 2.80133 4.59271 0.27
H 4.31721 1.12234 4.42643 0.29
```

Output
total charge = 0
HOMO level = -8.956 eV
relative energy (zero: lowest compared OMol25 entry of this formula, charge and spin) = 0.00 kcal/mol
E = -181607.8648 eV

Record 4
ORCA calculation (wB97M-V/def2-TZVPD) on the molecule C21H28N4O4S.

Geometry as XYZ:
```
58
Properties=species:S:1:pos:R:3:nbo_charge:R:1
C -8.89556 -0.54096 0.35283 -0.60
C -8.13603 -1.23393 -0.77365 -0.41
C -6.98231 -2.11465 -0.27115 -0.40
C -5.60464 -1.47259 -0.42613 -0.40
C -5.43977 -0.21712 0.42814 -0.24
N -4.09955 0.33575 0.28800 -0.44
C -3.85126 1.18953 -0.74818 0.29
S -4.98584 1.65606 -1.84655 -0.20
N -2.58609 1.68015 -0.87293 -0.58
C -1.55030 1.36432 -0.03473 0.28
C -0.27407 1.89560 -0.21341 -0.25
C 0.74393 1.54140 0.65337 -0.06
C 2.08770 2.19454 0.50186 0.67
O 2.23550 3.37674 0.74539 -0.61
N 3.09775 1.40341 0.07809 -0.43
C 3.00875 -0.00200 -0.24112 -0.23
C 3.93000 -0.79850 0.69305 -0.23
N 5.27195 -0.26678 0.62352 -0.45
C 6.24124 -0.98355 -0.00111 0.90
O 6.09087 -2.12024 -0.38211 -0.66
O 7.39601 -0.29200 -0.10213 -0.53
C 8.48136 -0.98347 -0.72050 -0.07
C 8.39036 -0.92964 -2.23871 -0.64
C 5.36302 1.14323 0.92950 -0.22
C 4.44363 1.93238 -0.00909 -0.24
C 0.49299 0.67267 1.71903 -0.24
C -0.76764 0.14652 1.89748 -0.11
C -1.79872 0.48008 1.02129 -0.22
C -3.13952 -0.08728 1.20582 0.68
O -3.42401 -0.86917 2.08585 -0.58
H -8.23899 0.08967 0.94610 0.20
H -9.34762 -1.27785 1.01367 0.20
H -9.68861 0.08157 -0.05562 0.21
H -7.74803 -0.48590 -1.46713 0.20
H -8.84427 -1.85116 -1.33003 0.20
H -7.14408 -2.36785 0.77827 0.20
H -6.96934 -3.05020 -0.83357 0.21
H -5.44244 -1.21251 -1.47469 0.21
H -4.83864 -2.19383 -0.13067 0.21
H -5.57741 -0.46125 1.48299 0.24
H -6.14935 0.55148 0.12100 0.24
H -2.43667 2.32314 -1.64004 0.43
H -0.08357 2.58643 -1.02080 0.23
H 1.97962 -0.34795 -0.14956 0.23
H 3.34183 -0.14928 -1.27597 0.20
H 3.96519 -1.84754 0.39686 0.25
H 3.57200 -0.72057 1.72495 0.19
H 9.37699 -0.47317 -0.36024 0.19
H 8.48082 -2.02352 -0.37979 0.20
H 9.26580 -1.40414 -2.67226 0.22
H 8.34040 0.10245 -2.57827 0.21
H 7.50161 -1.45902 -2.57309 0.22
H 6.39474 1.47093 0.82074 0.24
H 5.04245 1.29535 1.96616 0.20
H 4.40817 2.98567 0.27320 0.25
H 4.80161 1.84056 -1.04052 0.19
H 1.28717 0.42591 2.40652 0.22
H -0.98914 -0.52794 2.71007 0.24
```

Output
structure (SMILES) = CCCCCn1c(=S)[nH]c2cc(C(=O)N3CCN(C(=O)OCC)CC3)ccc2c1=O
total charge = 0
HOMO level = -8.616 eV
relative energy (zero: lowest compared OMol25 entry of this formula, charge and spin) = 0.36 kcal/mol
E = -47219.8495 eV

Record 5
ORCA calculation (wB97M-V/def2-TZVPD) on an isolated ion of composition C7H10ClN4 and charge +1.

Geometry as XYZ:
```
22
Properties=species:S:1:pos:R:3:nbo_charge:R:1
H -0.07244 -0.12491 -2.62568 0.42
N -0.60712 -0.20921 -1.73783 -0.72
C -1.84160 -0.47173 -1.68662 0.39
Cl -3.01454 -0.49771 -3.00545 0.05
N -2.45103 -0.96636 -0.47493 -0.36
C -2.26910 -0.27936 0.57199 0.13
C -1.66146 1.08123 0.67223 -0.55
C -0.16172 0.86531 0.67961 0.41
C 0.51002 1.66457 -0.29861 0.17
N 1.05441 2.39732 -0.95651 -0.13
N 0.41283 -0.18143 1.12903 -0.37
C 1.86635 -0.47252 1.15140 -0.25
C 2.55905 -0.88541 -0.10113 -0.61
H -2.75951 -0.62685 1.50092 0.21
H -2.01889 1.59676 -0.23901 0.29
H -2.12158 1.62159 1.53756 0.30
H -0.10968 -0.86612 1.65591 0.44
H 2.19230 -1.13783 1.94304 0.25
H 2.36125 0.51463 1.34958 0.23
H 2.31013 -0.06827 -0.78558 0.23
H 3.58810 -0.95359 0.09743 0.25
H 2.23422 -2.00013 -0.37735 0.23
```

Output
structure (SMILES) = [H]/N=C(Cl)/N=C\C/C(C#N)=[NH+]/CC
total charge = +1
HOMO level = -14.349 eV
relative energy (zero: lowest compared OMol25 entry of this formula, charge and spin) = 37.57 kcal/mol
E = -25894.2408 eV

Record 6
ORCA calculation (wB97M-V/def2-TZVPD) on a 3-piece molecular cluster, C4H15NO2 overall.

Geometry as XYZ:
```
22
Properties=species:S:1:pos:R:3:nbo_charge:R:1
C -0.83681 -1.83297 0.74660 -0.63
C -1.70863 -0.72400 0.21605 -0.43
C -1.07258 0.68461 0.21734 -0.20
N -0.15364 0.96017 -0.90824 -0.64
C 0.72431 -0.09517 -1.34026 -0.42
H 0.10255 -1.53634 1.20666 0.21
H -1.32785 -2.42443 1.50957 0.21
H -0.57777 -2.59191 0.00119 0.21
H -1.93934 -0.83708 -0.85026 0.20
H -2.66641 -0.62943 0.69104 0.21
H -1.91049 1.36312 0.06722 0.19
H -0.51036 0.85797 1.13044 0.18
H -0.70365 1.36477 -1.63591 0.35
H 1.27608 -0.49859 -0.49078 0.19
H 0.23123 -0.93539 -1.84536 0.16
H 1.48908 0.29772 -1.98643 0.20
O -0.30868 4.53006 -3.12647 -0.94
H 0.50670 5.00352 -2.94738 0.47
H -0.11564 3.61658 -2.89875 0.47
O 2.96630 -1.99805 4.36922 -0.93
H 3.35092 -1.64059 3.57347 0.46
H 3.18468 -2.93458 4.30105 0.47
```

Output
structure (SMILES) = CCCNC.O.O
total charge = 0
HOMO level = -8.687 eV
relative energy (zero: lowest compared OMol25 entry of this formula, charge and spin) = 35.42 kcal/mol
E = -9975.5503 eV

Look up the total charge of the fourth one. 0